No. 1
# C43H48CoF2N4O12

C43H48CoF2N4O12 as an isolated structure (wB97M-V/def2-TZVPD, OMol25).

Geometry as XYZ:
```
110
Properties=species:S:1:pos:R:3
H -3.646 2.538 2.130
H -0.148 -3.387 -1.697
H -1.794 -1.532 -5.797
C 1.181 -4.507 -0.372
H -0.585 1.994 5.514
H -0.900 -1.988 5.131
H -3.806 1.925 -2.378
C -0.859 3.006 5.212
C -0.098 -0.687 -3.868
N 2.340 1.026 -7.911
H 2.617 -3.218 5.109
H 1.875 6.454 -1.419
C 3.007 2.742 -1.518
H -3.013 -0.685 -1.004
C 1.065 -3.496 0.770
C -2.358 4.453 3.866
H 0.188 4.646 -1.194
O -0.922 0.152 -0.550
H -4.119 2.369 4.299
C 0.015 -2.438 5.520
H 0.045 -5.100 -2.125
H -1.424 -4.386 4.187
H -4.228 -0.666 0.290
Co 0.923 0.213 -1.062
H 0.023 3.480 4.777
C -0.969 -0.987 -6.234
H -4.685 -0.212 -1.361
H 2.075 -6.089 0.847
C -2.030 2.997 4.229
C 2.230 0.803 1.582
H -2.129 1.521 -1.948
C 0.214 -0.145 -8.188
H 4.596 1.309 -1.667
C -0.855 -0.799 -7.603
C -1.209 0.791 0.542
C 0.961 -1.213 1.562
H 1.396 -6.624 -0.697
H 3.343 -4.336 -0.534
H 2.275 -4.831 4.483
H 2.556 -5.013 -1.970
H 0.650 -0.906 3.629
C 3.529 5.091 -1.613
O 2.349 1.205 -9.115
C 3.934 3.775 -1.644
H -1.522 4.908 3.332
H -3.484 2.937 5.850
H -2.839 3.049 -1.405
C -3.044 1.992 -1.595
H -0.636 -5.014 5.647
O 5.672 5.839 -1.924
C 2.162 5.413 -1.448
C -3.884 -0.161 -0.617
C 1.886 -4.029 5.113
C 0.711 -3.009 3.156
N -1.904 -1.325 -8.492
H 1.791 -4.408 6.137
H -0.198 -2.865 6.504
O -2.849 -1.892 -7.991
C 0.770 -1.658 2.861
O 3.216 1.405 -7.169
C -2.682 2.074 1.962
C 0.013 -0.476 -5.395
H 1.846 0.613 -5.286
C -0.235 0.925 1.557
O 0.674 0.058 -3.211
O -1.763 -1.181 -9.692
N 4.498 6.138 -1.742
C 0.880 -3.895 2.081
C -0.477 1.614 2.733
C 1.180 0.336 -7.323
H 0.320 -6.241 0.646
O 0.711 2.158 -1.247
H -5.282 1.549 0.999
H -4.696 3.069 0.298
C -4.849 2.004 0.104
O 2.869 0.359 -1.394
O 1.171 -1.656 -0.737
C -3.239 2.375 4.943
H 0.749 -1.642 5.657
O 4.107 7.298 -1.751
C 3.507 1.399 -1.528
O -0.910 -1.537 -3.508
F 2.303 2.077 1.100
H 0.313 1.668 3.467
H -5.578 1.914 -0.705
C 1.062 -2.093 0.469
F 2.513 0.929 2.956
C 1.602 3.029 -1.353
C -0.468 -4.691 4.615
H 0.291 -0.019 -9.254
H 2.451 -3.272 -1.634
C -0.045 -4.392 -1.294
C 0.535 -3.530 4.580
C -2.478 1.397 0.771
H -3.235 4.508 3.219
H 0.862 -4.958 2.289
H -0.955 -4.634 -0.739
H -1.136 3.565 6.111
H -0.111 -5.555 4.054
C 1.239 4.425 -1.327
C 1.246 -5.947 0.147
H 3.045 0.205 1.165
C -3.551 1.309 -0.315
H 4.985 3.547 -1.766
N 0.995 0.216 1.287
H -2.560 5.042 4.767
C 1.096 0.200 -5.945
C 2.465 -4.259 -1.182
H -3.025 1.341 5.221
C -1.709 2.210 2.960
```

As for the molar mass: 909.80 g/mol. The strongest force on any atom comes out at 0.70 eV Å⁻¹. As for the multiplicity: 2. The energy above the lowest of the compared OMol25 structures with the same formula, charge and spin is 0.000 eV. As for the expectation value of S²: 0.781. The total charge is -2.



No. 2
# C7H14N2S

A 2-piece molecular cluster, C7H14N2S overall in a non-equilibrium geometry (wB97M-V/def2-TZVPD, OMol25).

Geometry as XYZ:
```
24
Properties=species:S:1:pos:R:3
C 1.739 -0.998 -0.088
H -0.178 2.497 1.128
C 0.520 1.797 0.499
H 2.589 1.910 0.870
H -0.449 -1.252 1.814
H 2.248 2.006 -0.782
C -0.609 -1.586 0.746
H 1.688 3.415 0.126
N -2.659 0.792 0.995
C 1.818 2.293 0.112
H 2.321 -0.295 -0.680
H -0.126 -2.523 0.709
H -0.482 -1.918 -1.697
C 0.218 -0.580 -0.133
N -0.134 0.726 0.423
H -1.586 -1.826 0.500
H -1.724 0.728 1.244
H 1.799 -1.881 -0.621
S -4.400 -0.598 -0.672
C -3.324 0.221 0.192
H -1.324 -0.550 -1.505
C -0.284 -0.758 -1.578
H 0.304 -0.417 -2.551
H 2.037 -1.204 0.948
```

As for the SMILES: C/C=N\C(C)(C)C.N=C=S. As for the molar mass: 158.27 g/mol. The strongest force on any atom comes out at 4.01 eV Å⁻¹. As for the multiplicity: 1. The energy above the lowest of the compared OMol25 structures with the same formula, charge and spin is 2.925 eV.



No. 3
# C9H19AlB2NO7

C9H19AlB2NO7 as an isolated structure in a non-equilibrium geometry (wB97M-V/def2-TZVPD, OMol25).

Geometry as XYZ:
```
39
Properties=species:S:1:pos:R:3
H 1.473 1.492 -2.145
C -0.611 1.245 0.013
H 1.953 -1.439 2.127
C 0.832 0.760 0.244
H 3.405 -2.302 1.690
Al -0.337 1.764 2.410
H 2.634 -3.322 -0.711
C -2.591 0.844 -1.465
C -4.817 -1.812 -0.669
C 2.854 2.661 0.600
H -1.195 0.474 0.542
H 0.186 3.007 3.277
H -1.061 2.199 -1.883
H -5.508 -1.401 -1.392
H 1.795 -3.005 1.328
C 2.391 -2.092 1.382
H 2.723 3.688 0.285
H -0.612 0.501 -2.010
O -2.869 -0.507 -1.219
N 2.418 -1.358 0.105
H 3.815 -2.164 -1.224
O -3.935 -0.124 0.748
H -4.324 -2.700 -1.033
H 2.210 -2.090 -1.894
O 2.243 1.760 -1.645
O -3.500 1.594 -1.732
H -0.233 -2.196 0.127
O 0.961 0.678 1.685
B 1.970 1.728 -0.287
O 0.036 -1.569 -0.541
B 1.078 -0.750 -0.092
H 2.662 2.567 1.656
H -1.536 0.896 3.029
C 2.762 -2.279 -0.984
C -1.157 1.228 -1.422
H 3.897 2.404 0.437
C -3.848 -0.731 -0.298
H -5.365 -2.058 0.220
O -0.800 2.410 0.738
```

As for the molar mass: 301.86 g/mol. The strongest force on any atom comes out at 1.86 eV Å⁻¹. As for the multiplicity: 1. Its electronic energy is -1228.14556 a.u. The total charge is -1.



No. 4
# C15H11F6N5O4S3Zr

C15H11F6N5O4S3Zr as an isolated structure in a non-equilibrium geometry (wB97M-V/def2-TZVPD, OMol25).

Geometry as XYZ:
```
45
Properties=species:S:1:pos:R:3
N -1.660 -3.726 -1.583
F -1.139 1.523 -1.096
C -3.809 -4.227 -2.603
H 0.788 -2.736 1.657
H -4.123 -7.186 -0.088
C -4.912 -5.048 -2.625
N 1.856 -2.312 -0.799
C -0.572 2.653 -0.627
F 3.368 0.314 0.787
O 0.679 0.634 0.622
O 3.763 3.366 -1.324
H 4.287 -3.237 -0.785
C 1.816 -3.065 1.548
S 3.020 2.331 -0.730
C -2.816 -4.495 -1.651
H -5.890 -6.747 -1.754
F 0.101 3.213 -1.604
Zr 1.332 -0.431 -1.037
F -1.479 3.450 -0.151
S 0.616 2.159 0.748
C 3.799 -3.337 0.176
C 4.186 1.239 0.171
C 2.494 -3.614 2.624
C -5.017 -6.108 -1.720
C -2.909 -5.551 -0.737
N 1.966 2.802 0.321
C 4.467 -3.878 1.266
H 4.341 -4.443 3.328
F 4.897 1.877 1.047
N -1.388 -2.774 -2.334
H -2.118 -5.730 -0.017
H -3.700 -3.404 -3.294
S 0.427 -1.034 -3.260
C 2.480 -2.941 0.333
H 1.993 -3.715 3.578
F 4.928 0.600 -0.692
N 0.527 -2.611 -1.018
O 0.110 2.592 1.986
C -4.024 -6.361 -0.778
C -0.082 -2.197 -2.111
H -5.698 -4.876 -3.346
H 5.494 -4.197 1.157
O 2.417 1.283 -1.664
H -0.967 -3.980 -0.856
C 3.816 -4.018 2.483
```

As for the molar mass: 626.70 g/mol. The strongest force on any atom comes out at 1.22 eV Å⁻¹. As for the multiplicity: 1. The energy above the lowest of the compared OMol25 structures with the same formula, charge and spin is 0.000 eV. The total charge is +2.



No. 5
# C23H23Cl2CsN3O2S2

C23H23Cl2CsN3O2S2 as an isolated structure in a non-equilibrium geometry (wB97M-V/def2-TZVPD, OMol25).

Geometry as XYZ:
```
56
Properties=species:S:1:pos:R:3
C -4.806 -1.303 -0.028
H -2.355 1.772 -0.735
H -1.339 2.827 1.523
H -5.571 1.876 3.077
H -1.283 0.781 -1.732
O -0.069 -0.415 0.829
C 3.685 0.840 3.819
H 3.964 1.251 4.783
N 4.631 -1.989 -1.198
C -2.317 1.169 2.446
C 3.040 0.472 -3.341
H 0.676 2.744 -5.374
N 5.769 -3.191 0.312
H 4.456 0.240 3.336
C -1.103 1.807 1.831
S -0.382 0.980 0.376
H -5.488 -0.441 3.947
Cl 2.289 -0.224 4.102
C -2.165 -1.623 -0.817
H 4.906 -0.656 -3.225
S 5.417 -0.698 1.164
C 5.179 -1.966 -0.024
Cl 3.293 2.199 2.759
C -3.989 -0.196 -0.191
H 5.921 -3.764 -0.508
C -2.981 -2.724 -0.648
C 1.687 0.652 -2.848
H -0.146 1.694 -3.375
C -4.299 -2.571 -0.246
H -2.582 -3.712 -0.840
C -1.781 0.846 -0.765
H 6.572 -3.086 0.909
C -3.509 1.883 2.503
C -4.600 0.016 3.530
H -3.376 -1.712 3.857
H -0.275 1.890 2.535
C -2.663 -0.348 -0.569
C 3.979 -0.420 -2.686
C -4.649 1.310 3.042
H -4.379 0.796 -0.001
H 3.009 2.382 -6.172
H -3.540 2.893 2.114
H -1.349 -0.683 2.894
H -4.932 -3.440 -0.117
C 3.470 1.084 -4.513
C -3.413 -0.697 3.484
C -2.272 -0.129 2.951
H -1.144 -1.734 -1.146
C 2.655 1.911 -5.264
O 1.248 0.101 -1.795
C 0.882 1.504 -3.667
N 3.759 -0.953 -1.547
H 4.487 0.894 -4.841
Cs 2.266 -1.079 0.625
C 1.351 2.104 -4.812
H -5.835 -1.167 0.280
```

As for the molar mass: 641.40 g/mol. The strongest force on any atom comes out at 2.66 eV Å⁻¹. As for the multiplicity: 1. The energy above the lowest of the compared OMol25 structures with the same formula, charge and spin is 1.100 eV. The total charge is -1.



No. 6
# H16O8

A 8-piece molecular cluster, H16O8 overall in a non-equilibrium geometry (wB97M-V/def2-TZVPD, OMol25).

Geometry as XYZ:
```
24
Properties=species:S:1:pos:R:3
H 1.352 2.545 1.894
O 0.133 0.085 0.127
O -3.235 2.860 -0.671
H -0.970 -0.620 -2.838
O 4.142 0.975 -0.218
H 0.680 -0.709 0.109
O 1.233 1.987 1.118
O -1.268 -1.088 2.273
H -4.015 3.146 -0.182
H 3.652 0.234 -0.593
H 0.371 0.515 0.956
H -1.207 -1.376 3.190
H 1.461 2.561 0.378
O -2.246 -2.735 0.134
H 4.983 0.588 0.051
H 2.019 -1.419 -1.140
H -1.988 -1.966 -0.387
O -1.215 -0.445 -1.922
H 2.879 -2.635 -0.836
H -2.619 3.597 -0.582
H -2.178 -0.424 -1.937
O 2.791 -1.696 -0.635
H -2.123 -0.646 2.222
H -2.634 -3.336 -0.511
```

As for the SMILES: O.O.O.O.O.O.O.O. As for the molar mass: 144.12 g/mol. The strongest force on any atom comes out at 1.63 eV Å⁻¹. As for the multiplicity: 1. The energy above the lowest of the compared OMol25 structures with the same formula, charge and spin is 3.284 eV.



No. 7
# C8H12Ca2N2O12

C8H12Ca2N2O12 as an isolated structure in a non-equilibrium geometry (wB97M-V/def2-TZVPD, OMol25).

Geometry as XYZ:
```
36
Properties=species:S:1:pos:R:3
O 17.449 -6.496 -2.892
O 13.359 -5.853 -5.108
O 11.365 -13.235 -5.522
H 19.195 -7.704 0.417
C 12.153 -12.051 -5.415
O 15.724 -8.086 -4.597
C 18.355 -6.959 -2.208
Ca 15.699 -5.722 -4.210
N 12.664 -5.851 -6.166
O 9.756 -13.966 -6.913
O 13.235 -5.915 -7.299
H 20.727 -5.745 -0.041
O 15.120 -8.001 -6.649
C 21.326 -6.439 -0.630
O 18.214 -7.959 -1.376
N 15.226 -8.697 -5.566
H 21.980 -6.955 0.076
H 11.981 -9.188 -5.698
C 20.420 -7.349 -1.424
C 11.132 -9.775 -6.059
H 10.375 -9.810 -5.278
Ca 15.303 -6.537 -8.409
C 10.435 -13.095 -6.500
H 12.403 -11.000 -7.265
O 11.463 -5.810 -6.133
H 21.009 -7.886 -2.165
C 11.596 -11.149 -6.546
H 10.725 -9.212 -6.901
H 19.753 -9.110 -0.566
H 11.958 -11.588 -4.448
C 19.435 -8.066 -0.578
O 10.492 -11.870 -7.046
H 13.211 -12.264 -5.527
O 19.567 -6.450 -2.245
O 14.869 -9.829 -5.534
H 22.019 -5.898 -1.274
```

As for the molar mass: 408.34 g/mol. The strongest force on any atom comes out at 2.87 eV Å⁻¹. As for the multiplicity: 1. Its electronic energy is -2679.00092 a.u. The total charge is +2.



No. 8
# C6H15N2

An isolated ion of composition C6H15N2 and charge +1 in a non-equilibrium geometry (wB97M-V/def2-TZVPD, OMol25).

Geometry as XYZ:
```
23
Properties=species:S:1:pos:R:3
H -1.999 1.723 -2.580
H -0.736 -1.375 0.347
H 1.107 0.815 1.734
H 2.904 -0.574 0.402
C 1.201 -1.363 2.317
N -2.213 2.097 -1.610
H 2.161 -1.169 2.671
H -1.261 -0.139 -2.699
H -0.217 -1.263 -1.742
N 1.898 -0.496 0.133
C 0.898 -0.248 1.338
H 0.380 0.346 -2.345
C -1.636 1.518 -0.490
H -1.250 -0.014 1.349
H 0.504 -1.191 3.195
C -0.840 0.428 -0.608
H 1.224 -2.386 1.846
H 1.529 0.223 -0.563
H -2.620 3.027 -1.685
H 1.812 -1.479 -0.185
C -0.456 -0.325 0.664
C -0.435 -0.160 -1.961
H -1.955 2.006 0.471
```

As for the SMILES: C/C(=C\N)C[C@@H](C)[NH3+]. As for the molar mass: 115.20 g/mol. The strongest force on any atom comes out at 3.70 eV Å⁻¹. As for the multiplicity: 1. The energy above the lowest of the compared OMol25 structures with the same formula, charge and spin is 2.148 eV. The total charge is +1.